Entry 1:
The following is a DFT calculation (ωB97M-V/def2-TZVPD) of a 2-piece molecular cluster, C4H9NO3 overall in a non-equilibrium geometry.

```
17
Properties=species:S:1:pos:R:3:nbo_charge:R:1
C -2.0849 -0.0711 1.1091 0.315
C 1.0818 0.6889 -1.7218 -0.473
C -0.2900 1.1374 -1.2396 -0.522
C 0.7738 0.2997 -0.3281 0.546
N 0.9564 -1.5071 1.1123 -0.540
O 0.4304 -1.0908 -0.1556 -0.410
O -1.5957 -0.6962 2.0280 -0.551
O 1.2979 0.8517 0.7487 -0.744
H 0.1244 -1.5412 1.7445 0.408
H 1.3606 -2.4301 0.9472 0.384
H 1.4105 -0.1341 1.4253 0.482
H -2.8443 0.7069 1.2773 0.111
H -2.0518 -0.3937 0.0607 0.132
H 1.0942 -0.1111 -2.4508 0.218
H 1.8565 1.4317 -1.8639 0.220
H -0.3815 2.1831 -0.9718 0.219
H -1.1384 0.6760 -1.7216 0.204
```

The HOMO energy comes out at -8.10 eV. The LUMO energy is 0.6 eV. The SMILES is NOC1(O)CC1.C=O. As for the maximum force: 3.10 eV/A. The calculation puts the total energy at -11921.921 eV. As for the total charge: 0. The energy relative to the best compared isomer or geometry (same formula, charge and spin) is 129.61 kcal/mol.

---

Entry 2:
The following is a DFT calculation (ωB97M-V/def2-TZVPD) of C33H30AsBrCl2IPS4Tl as an isolated structure.

```
74
Properties=species:S:1:pos:R:3:mulliken_charge:R:1
Tl -1.3142 -2.0605 2.1185 0.764
Cl -1.3113 -5.2638 1.5274 -0.138
C 0.2850 -5.6278 2.2165 -0.359
Cl 1.1947 -4.1508 2.6058 -0.095
H 0.8517 -6.1836 1.4850 0.307
H 0.1392 -6.1878 3.1280 0.369
S -3.5639 0.2866 2.5578 -0.100
S -3.9693 1.5743 1.1882 0.057
S -3.8273 0.7070 -0.7112 0.223
S -3.3710 -1.1507 -0.5308 -0.065
Br 0.0520 -2.5234 8.7808 -0.176
C -1.2801 -1.4035 8.0532 0.163
C -2.2524 -0.9009 8.9091 -0.417
C -3.2588 -0.0834 8.4199 -0.520
C -3.3002 0.2389 7.0721 -0.593
C -2.3313 -0.2548 6.2140 0.019
C -1.3255 -1.0751 6.7035 -0.066
I 0.1161 -1.7967 5.3577 0.232
H -2.2095 -1.1591 9.9591 0.391
H -4.0077 0.3017 9.1004 0.375
H -4.0844 0.8774 6.6829 0.401
H -2.3524 0.0074 5.1658 0.244
C 0.1493 -0.0269 -2.1126 0.150
C 0.3989 -0.9543 -3.2922 -1.802
As 0.3198 -0.0422 -5.0551 0.193
C -1.3203 0.9553 -4.6403 -0.247
C -1.3744 2.2453 -4.1171 0.282
C -2.5975 2.8211 -3.7880 -0.621
C -3.7771 2.1108 -3.9697 -0.601
C -3.7334 0.8206 -4.4842 -0.658
C -2.5114 0.2520 -4.8235 -0.276
C 1.6715 1.3236 -4.7400 0.404
C 1.6550 2.4642 -5.5441 -0.427
C 2.6447 3.4298 -5.4237 -0.536
C 3.6750 3.2578 -4.5072 -0.544
C 3.7147 2.1140 -3.7225 -0.675
C 2.7205 1.1503 -3.8418 -0.190
P 0.1081 -0.9171 -0.5010 -0.108
C 0.1473 0.4825 0.6812 0.607
C -0.4961 1.6874 0.3987 -0.911
C -0.5109 2.7141 1.3348 -0.599
C 0.1060 2.5494 2.5677 -0.724
C 0.7383 1.3511 2.8677 -0.946
C 0.7600 0.3259 1.9305 -0.196
C 1.8249 -1.5549 -0.4406 0.648
C 2.0248 -2.9165 -0.6520 -0.543
C 3.3139 -3.4278 -0.7589 -0.648
C 4.4049 -2.5798 -0.6482 -0.528
C 4.2134 -1.2172 -0.4419 -0.787
C 2.9293 -0.7027 -0.3466 -0.433
H -0.8151 0.4673 -2.2322 -0.018
H 0.9170 0.7471 -2.0387 0.431
H -0.3556 -1.7443 -3.3287 0.571
H 1.3695 -1.4462 -3.2122 0.562
H -0.4611 2.8048 -3.9609 0.389
H -2.6260 3.8296 -3.3913 0.434
H -4.7304 2.5680 -3.7273 0.445
H -4.6505 0.2618 -4.6351 0.428
H -2.4815 -0.7481 -5.2461 0.390
H 0.8661 2.5928 -6.2771 0.438
H 2.6158 4.3130 -6.0503 0.394
H 4.4511 4.0079 -4.4157 0.388
H 4.5257 1.9691 -3.0183 0.424
H 2.7777 0.2530 -3.2328 0.348
H -0.9871 1.8354 -0.5566 0.608
H -1.0040 3.6504 1.0976 0.456
H 0.1016 3.3574 3.2888 0.416
H 1.2235 1.2166 3.8265 0.514
H 1.2993 -0.5904 2.1561 0.840
H 1.1639 -3.5704 -0.7489 0.418
H 3.4680 -4.4862 -0.9346 0.460
H 5.4081 -2.9803 -0.7299 0.431
H 5.0692 -0.5566 -0.3659 0.462
H 2.7763 0.3611 -0.1999 0.468
```

The HOMO energy (spin up / spin down) comes out at -10.37 / -10.37 eV. The LUMO energy (spin up / spin down) is -4.8 / -4.9 eV. As for the maximum force: 0.35 eV/A. The calculation puts the total energy at -256052.478 eV. As for the total charge: +1.

---

Entry 3:
The following is a DFT calculation (ωB97M-V/def2-TZVPD) of a 3-piece molecular cluster, C23H28N2O5S overall in a non-equilibrium geometry.

```
59
Properties=species:S:1:pos:R:3:nbo_charge:R:1
C 1.6282 -2.9687 2.8153 -0.728
C 3.1851 -2.5296 2.7128 0.818
O 3.7572 -2.7074 1.6055 -0.578
O 3.7725 -1.9342 3.8656 -0.548
C 4.3974 -0.6579 3.5589 -0.078
C 3.4228 0.6102 3.8663 -0.465
C 2.2110 0.6457 2.7829 -0.006
C 0.7939 1.0151 3.3538 -0.249
C -0.4136 1.0575 2.3917 -0.040
C -1.8427 1.4678 3.0578 -0.096
O -2.8639 0.6616 2.4143 -0.527
C -3.0814 -0.5688 3.1429 0.289
C -4.4747 -0.7785 3.7881 -0.260
C -4.7510 -2.0834 4.6092 -0.212
C -3.6951 -3.2084 4.7801 -0.245
C -2.2968 -2.9843 4.1212 -0.211
C -2.0022 -1.6845 3.3038 -0.284
C -0.3132 0.7187 0.8670 0.157
N -1.3217 0.6673 -0.1666 -0.568
S -0.4715 0.1842 -1.5736 0.897
N 1.1569 0.0548 -1.0732 -0.585
C 1.1314 0.3630 0.3458 0.088
C 2.4059 0.3377 1.2738 -0.243
H 1.1350 -3.0613 1.7809 0.256
H 1.1135 -2.1166 3.4065 0.232
H 1.5907 -3.9316 3.4281 0.241
H 5.2732 -0.5480 4.3092 0.199
H 4.8674 -0.6037 2.5175 0.209
H 2.9607 0.3804 4.9033 0.224
H 3.9873 1.5999 3.9339 0.239
H 0.6756 1.2358 4.4637 0.237
H -1.7998 1.1912 4.1778 0.202
H -1.9842 2.5947 2.9419 0.216
H -5.2938 0.0077 3.6854 0.239
H -5.7777 -2.2250 5.1076 0.225
H -3.9887 -4.1328 5.3900 0.233
H -1.5224 -3.8093 4.2616 0.228
H -0.9496 -1.5465 2.8514 0.241
H 3.4585 0.0889 0.8884 0.254
C -4.0639 1.4806 -5.0441 -0.721
C -2.8154 0.6909 -4.7525 0.599
O -2.6483 0.1462 -3.6761 -0.561
C -1.7810 0.6004 -5.8421 -0.720
H -4.7181 1.4594 -4.1695 0.237
H -3.8045 2.5188 -5.2622 0.229
H -4.5949 1.0375 -5.8893 0.230
H -1.4197 1.5994 -6.0954 0.228
H -2.2099 0.1181 -6.7231 0.233
H -0.9374 0.0020 -5.4918 0.247
C 2.3992 1.6091 -4.8469 -0.722
C 2.1328 1.5129 -6.3260 0.594
O 1.4218 0.6374 -6.7849 -0.550
C 2.7797 2.5415 -7.2154 -0.721
H 1.8699 0.8051 -4.3304 0.241
H 3.4689 1.5039 -4.6542 0.233
H 2.0383 2.5669 -4.4656 0.229
H 3.8665 2.4777 -7.1280 0.231
H 2.4358 3.5407 -6.9394 0.229
H 2.5002 2.3494 -8.2537 0.236
```

The HOMO energy comes out at -8.44 eV. The LUMO energy is -1.0 eV. The SMILES is CC(=O)OCCc1cc(COc2ccccc2)c2nsnc2c1.CC(C)=O.CC(C)=O. As for the maximum force: 5.03 eV/A. The calculation puts the total energy at -48348.014 eV. As for the total charge: 0. The energy relative to the best compared isomer or geometry (same formula, charge and spin) is 268.53 kcal/mol.

---

Which of these has the highest maximum force? C23H28N2O5S

---

What is the formula in the third record? C23H28N2O5S

---

What is the maximum force in the third record? 5.03 eV/A